Entry 1:
{"formula": "C19H25FN4O2S", "method": "wB97M-V/def2-TZVPD", "elements": ["C", "H", "H", "H", "C", "N", "C", "N", "N", "C", "C", "N", "C", "C", "C", "C", "C", "C", "H", "H", "F", "H", "H", "H", "H", "H", "S", "C", "C", "O", "O", "C", "C", "C", "C", "C", "C", "H", "H", "H", "H", "H", "H", "H", "H", "H", "H", "H", "H", "H", "H", "H"], "xyz": [[3.6006, 0.9639, 2.0315], [3.2347, 1.5822, 2.8474], [3.9226, 1.6110, 1.2187], [4.4546, 0.3923, 2.3826], [2.5016, 0.0146, 1.5640], [1.3532, 0.7371, 1.0861], [0.3273, 1.2405, 1.8370], [-0.5306, 1.8740, 1.0861], [-0.0808, 1.8038, -0.1776], [1.0389, 1.1381, -0.1839], [1.8638, 0.8682, -1.3912], [1.2044, 1.4155, -2.5487], [1.8925, 1.8655, -3.6489], [3.1799, 1.4146, -3.9543], [3.8292, 1.8521, -5.0937], [3.1891, 2.7375, -5.9379], [1.9098, 3.1929, -5.6707], [1.2702, 2.7582, -4.5297], [0.2741, 3.1080, -4.3034], [1.4335, 3.8829, -6.3490], [3.8270, 3.1684, -7.0539], [4.8240, 1.5089, -5.3307], [3.6779, 0.7090, -3.3082], [0.3506, 1.9068, -2.3212], [2.0022, -0.2194, -1.5073], [2.8603, 1.3173, -1.2512], [0.2338, 1.0346, 3.5572], [-1.4879, 1.5398, 3.7808], [-2.4821, 0.5315, 3.2309], [-3.6665, 0.6388, 3.4012], [-1.8854, -0.4342, 2.5525], [-2.7122, -1.4100, 1.8987], [-3.0118, -2.5677, 2.8478], [-3.8173, -3.6403, 2.1211], [-3.0666, -4.1310, 0.8867], [-2.7672, -2.9669, -0.0537], [-1.9577, -1.8920, 0.6650], [-1.7668, -1.0451, 0.0031], [-0.9950, -2.2987, 0.9839], [-2.2126, -3.3210, -0.9244], [-3.7058, -2.5349, -0.4066], [-3.6619, -4.8832, 0.3663], [-2.1292, -4.5999, 1.1946], [-4.0093, -4.4735, 2.7991], [-4.7806, -3.2238, 1.8195], [-2.0666, -2.9849, 3.2037], [-3.5674, -2.1927, 3.7094], [-3.6495, -0.9185, 1.6101], [-1.6525, 1.6807, 4.8486], [-1.6309, 2.4870, 3.2581], [2.8636, -0.6258, 0.7555], [2.1749, -0.6124, 2.3990]], "forces_ev_per_angstrom": [[-0.1, -0.2, -0.1], [0.0, 0.1, 0.1], [0.0, 0.1, 0.0], [0.1, 0.0, 0.1], [0.5, 0.0, 0.2], [-0.8, 0.3, -0.2], [0.0, 0.1, -0.1], [-0.3, 0.0, 1.0], [0.4, -0.1, -1.1], [-0.1, 0.0, 0.1], [0.2, -0.2, -0.3], [-0.5, 0.0, 0.5], [0.3, 0.0, -0.4], [-0.2, 0.0, 0.2], [0.0, 0.3, -0.3], [0.0, -0.1, 0.1], [0.3, 0.0, -0.1], [0.1, -0.1, 0.1], [-0.1, 0.1, 0.0], [0.0, 0.1, -0.1], [0.0, 0.0, 0.0], [0.1, 0.0, 0.0], [0.0, -0.1, 0.1], [0.1, 0.0, 0.0], [0.1, 0.1, 0.1], [-0.1, -0.1, 0.0], [0.2, 0.2, 0.5], [0.3, -0.2, -0.3], [0.0, 0.3, 0.2], [-0.2, 0.0, 0.0], [0.1, -0.3, -0.1], [-0.2, -0.3, -0.1], [-0.2, 0.3, -0.1], [0.3, -0.1, 0.1], [-0.3, 0.1, -0.1], [0.2, -0.1, 0.1], [-0.2, 0.3, 0.1], [0.1, 0.0, 0.0], [0.1, 0.0, 0.0], [-0.1, 0.0, -0.1], [-0.1, 0.0, -0.1], [0.1, -0.1, 0.0], [0.1, -0.1, 0.0], [-0.1, 0.0, 0.0], [-0.1, 0.0, 0.0], [0.1, 0.0, 0.0], [0.1, 0.0, 0.0], [0.1, -0.1, 0.0], [0.0, 0.0, -0.1], [-0.1, -0.1, 0.1], [-0.1, 0.0, 0.1], [0.0, -0.1, -0.2]], "lowdin_charge": [-0.06, 0.07, 0.08, 0.08, -0.20, -0.02, -0.62, 0.04, 0.07, -0.29, -0.14, 0.02, -0.27, -0.03, -0.02, -0.29, -0.02, -0.02, 0.11, 0.12, 0.04, 0.12, 0.10, 0.11, 0.13, 0.13, 1.00, -0.33, -0.56, 0.12, -0.03, -0.30, -0.13, -0.19, -0.21, -0.19, -0.13, 0.12, 0.12, 0.11, 0.12, 0.11, 0.11, 0.11, 0.12, 0.13, 0.12, 0.16, 0.09, 0.09, 0.12, 0.11], "lumo_energy_ev": 0.424, "gap_ev": 8.2, "charge": 0, "relative_energy_kcal_mol": 0.0, "smiles": "CCn1c(CNc2ccc(F)cc2)nnc1SCC(=O)OC1CCCCC1", "total_energy_ha": -1606.5917, "homo_energy_ev": -7.81}


Entry 2:
{"formula": "C2Cl8", "method": "wB97M-V/def2-TZVPD", "elements": ["C", "Cl", "Cl", "Cl", "Cl", "C", "Cl", "Cl", "Cl", "Cl"], "xyz": [[-4.3694, -26.9616, -10.0357], [-6.0412, -27.5054, -10.0710], [-3.7195, -27.3096, -11.6856], [-4.3924, -25.1610, -9.7233], [-3.3778, -27.9077, -8.9916], [-7.6909, -24.0270, -12.6598], [-9.3054, -24.3599, -13.3787], [-7.1882, -25.6748, -12.1114], [-6.4025, -23.4950, -13.8409], [-7.7958, -22.9958, -11.1878]], "forces_ev_per_angstrom": [[-0.6, 0.8, -1.7], [0.2, -0.4, 0.8], [0.0, 0.6, 0.1], [0.4, -1.4, 0.0], [0.3, 0.0, 1.2], [0.0, -1.4, 0.4], [-1.9, 0.2, -1.0], [0.4, -0.6, 0.2], [1.5, 0.9, -1.6], [-0.2, 1.3, 1.7]], "lowdin_charge": [-2.01, 0.47, 0.46, 0.49, 0.53, -2.00, 0.28, 0.29, 0.23, 0.27], "lumo_energy_ev": [2.391, 2.368], "gap_ev": [2.8, 8.6], "charge": -1, "total_energy_ha": -3757.7056, "homo_energy_ev": [-0.45, -6.18], "spin_multiplicity": 2}


Entry 3:
{"formula": "C23H56BNO23", "method": "wB97M-V/def2-TZVPD", "elements": ["C", "N", "C", "C", "C", "C", "O", "H", "H", "H", "H", "H", "H", "H", "H", "H", "H", "H", "H", "H", "H", "O", "C", "O", "B", "O", "C", "O", "O", "C", "O", "C", "O", "O", "C", "C", "O", "O", "H", "H", "H", "H", "H", "H", "C", "C", "O", "O", "H", "H", "H", "H", "H", "H", "C", "C", "O", "O", "H", "H", "H", "H", "H", "H", "C", "C", "O", "O", "H", "H", "H", "H", "H", "H", "C", "C", "O", "O", "H", "H", "H", "H", "H", "H", "C", "C", "O", "O", "H", "H", "H", "H", "H", "H", "C", "C", "O", "O", "H", "H", "H", "H", "H", "H"], "xyz": [[20.6470, 42.0510, 30.7940], [19.6030, 41.9240, 29.7420], [19.5570, 43.1130, 28.7670], [19.7820, 40.6770, 28.7860], [18.2850, 41.7710, 30.3610], [17.8300, 42.8220, 31.4230], [16.5280, 42.5870, 31.9340], [20.6940, 41.2680, 31.3510], [20.4250, 42.7790, 31.2720], [21.7060, 42.1060, 30.3090], [18.8560, 43.1180, 27.9960], [20.4200, 43.1720, 28.1250], [19.3730, 44.0360, 29.2200], [19.0390, 40.6210, 28.0700], [19.8810, 39.9900, 29.5680], [20.7320, 40.6850, 28.2900], [18.3490, 40.7470, 30.8720], [17.3540, 41.7170, 29.5670], [17.9670, 43.8400, 31.2010], [18.6200, 42.5900, 32.2210], [16.2850, 43.2490, 32.4330], [13.2870, 41.5800, 31.2480], [13.9770, 40.5730, 30.9180], [14.7220, 40.4460, 29.9500], [15.2400, 39.1170, 29.7540], [14.7010, 38.4670, 31.0150], [14.1190, 39.3260, 31.6880], [13.4690, 39.1290, 32.7030], [16.6680, 39.0560, 29.5700], [16.8020, 38.3930, 28.5290], [17.8950, 37.9240, 28.3040], [15.6010, 37.9680, 27.9210], [14.6320, 38.4740, 28.5740], [15.4530, 37.3570, 26.9910], [11.3650, 44.7210, 30.2760], [10.1850, 44.7210, 29.3250], [9.3100, 43.8050, 29.7030], [12.3480, 45.7450, 29.9620], [11.9330, 43.7300, 30.3580], [11.1300, 44.7480, 31.3530], [10.6030, 44.3140, 28.3930], [9.6430, 45.6370, 29.1260], [8.7930, 44.0690, 30.3780], [12.0380, 46.5570, 30.5060], [13.8570, 34.0030, 28.4250], [14.7090, 33.6660, 29.7270], [14.3920, 34.4530, 30.8560], [14.2470, 33.2730, 27.2810], [14.1310, 35.0480, 28.2970], [12.8120, 33.9250, 28.8050], [15.7030, 33.7560, 29.5030], [14.6790, 32.5530, 29.9160], [14.7980, 34.1170, 31.6070], [15.1060, 33.3540, 27.2330], [13.5950, 37.1570, 36.8370], [13.6650, 36.7320, 35.4290], [14.3890, 37.6520, 34.7150], [12.7520, 36.1970, 37.5170], [13.3000, 38.1540, 36.9530], [14.4600, 37.0170, 37.5270], [12.8150, 36.7250, 34.7900], [14.0610, 35.8630, 35.2590], [13.8120, 38.3100, 34.2560], [12.6300, 35.9210, 38.4120], [20.2340, 35.8500, 27.4880], [21.1200, 37.0370, 27.4330], [20.4130, 38.1650, 27.3120], [21.0290, 34.7180, 27.3350], [19.4680, 35.9300, 26.7200], [19.8250, 35.6430, 28.3950], [21.9580, 36.9890, 26.6030], [21.8160, 37.0830, 28.4310], [19.5690, 37.9170, 27.8320], [20.7060, 34.0500, 26.7340], [13.5050, 41.6520, 34.8920], [12.1230, 42.1930, 34.2960], [12.4160, 43.0370, 33.2770], [13.1000, 40.7600, 35.8640], [14.0340, 42.5380, 35.2670], [14.0550, 41.1820, 34.0420], [11.6210, 42.7710, 34.9530], [11.5270, 41.4120, 33.9480], [12.8230, 42.5570, 32.5690], [13.8660, 40.4990, 36.3920], [13.1100, 37.6640, 24.2460], [14.1970, 38.2600, 23.4710], [13.4830, 39.4200, 23.0210], [13.7110, 36.6050, 25.0270], [12.2700, 37.3390, 23.6590], [12.6100, 38.2150, 24.9800], [14.4740, 37.4540, 22.7770], [15.1640, 38.5750, 24.1340], [13.1440, 39.6480, 23.7860], [14.2690, 36.9890, 25.6830], [18.1080, 37.8030, 24.4380], [18.1840, 36.9340, 23.3020], [18.1620, 35.5250, 23.5410], [18.3630, 39.0970, 24.2080], [18.8020, 37.4780, 25.2260], [17.2480, 37.9000, 25.0620], [19.0090, 37.3420, 22.7890], [17.2460, 36.9640, 22.2840], [17.2250, 35.2960, 23.4180], [18.3290, 39.2640, 23.3400]], "forces_ev_per_angstrom": [[4.6, -4.0, -10.5], [-0.8, 1.1, -3.9], [1.6, -0.5, 0.5], [2.1, 1.7, 2.7], [-4.5, -1.5, -0.1], [2.0, -2.1, 2.2], [2.9, -6.1, -5.2], [-0.3, -5.2, 3.4], [-2.2, 9.3, 6.0], [-2.0, 0.3, 0.6], [-2.2, -1.3, -0.7], [1.1, -0.2, 0.6], [0.2, 1.3, 1.4], [-1.9, -0.3, -0.8], [-0.5, -2.2, 0.3], [0.6, 0.6, -0.2], [-0.5, 1.4, -0.6], [2.7, -0.1, 1.5], [0.1, 1.3, -1.0], [-1.2, 0.7, -0.2], [-2.1, 5.5, 4.1], [2.3, -3.3, -1.6], [-3.8, 4.8, 4.4], [2.8, 1.6, -5.2], [-2.6, -0.2, 1.6], [3.5, -2.9, -2.7], [-4.8, 0.5, 4.1], [0.7, 0.5, -0.3], [-1.9, 3.0, 3.4], [6.4, -3.0, -0.3], [0.6, -0.3, -1.6], [-1.7, 3.1, 2.8], [-1.6, 1.6, 2.8], [0.1, -5.3, -7.5], [2.0, -0.4, 1.4], [2.6, 0.5, -1.3], [-0.5, -4.7, -2.2], [-1.4, 1.7, 1.6], [-0.9, 1.1, -1.2], [-0.7, 0.7, -0.2], [-0.1, 0.7, -0.2], [0.7, 1.0, 0.1], [-2.6, 1.4, 3.6], [1.0, -2.0, -1.6], [0.8, 0.9, 2.9], [-1.8, -2.4, -0.4], [-1.8, 1.1, -2.7], [-7.6, -0.9, 1.3], [-0.6, 0.4, -0.4], [0.5, -0.3, -1.3], [2.9, 0.9, -0.9], [-0.7, 0.8, 0.1], [1.2, -1.0, 2.0], [7.1, 0.6, -0.7], [0.4, -2.7, 4.0], [-1.8, 4.2, -0.7], [2.2, 2.6, -1.1], [-2.3, -0.7, -2.4], [-1.0, 1.5, 0.0], [0.8, 0.6, -1.7], [-2.3, -0.6, 1.0], [2.6, -5.3, -0.2], [0.7, -0.9, 0.4], [0.9, 1.0, 0.9], [0.9, -0.9, -2.6], [5.5, -0.9, 1.1], [-3.4, 1.7, 1.1], [1.7, -1.4, -0.4], [-0.2, 0.0, -0.1], [-1.9, 0.7, 2.9], [-1.9, -0.3, 1.2], [-1.4, -0.4, -1.8], [1.2, 1.4, -1.3], [-0.4, 0.2, -0.2], [-2.2, 1.1, -1.7], [3.9, -1.4, -0.5], [0.1, 2.6, -1.2], [0.7, -1.0, 1.4], [0.1, -0.2, 0.1], [-0.2, 0.2, 0.6], [-1.6, 1.4, 2.8], [-1.0, -1.8, -0.2], [0.2, -0.6, -0.8], [-0.2, -0.1, -0.1], [1.3, -3.3, 2.5], [0.9, 1.3, 1.3], [3.9, -1.4, -7.0], [-1.5, -1.4, -1.5], [0.1, -0.8, -0.7], [-0.4, 2.1, 1.1], [0.2, 1.1, -0.6], [-2.2, -0.8, -1.5], [-3.0, 2.6, 5.5], [0.5, 0.5, 0.8], [-1.1, -0.9, 4.4], [-4.0, -2.0, -4.6], [0.1, 0.7, 0.3], [1.6, 2.6, 3.2], [0.6, -0.5, -0.5], [-1.7, -1.3, 0.0], [1.7, -0.6, -1.0], [2.3, 1.0, 3.2], [0.7, -0.2, 0.3], [-0.2, 1.3, -5.1]], "lowdin_charge": [0.06, -0.29, 0.03, 0.06, -0.13, -0.20, 0.04, 0.06, -0.01, 0.18, 0.09, 0.11, 0.09, 0.09, 0.09, 0.10, 0.16, 0.20, 0.11, 0.13, 0.01, 0.10, -0.37, 0.31, -0.81, 0.31, -0.43, 0.13, 0.32, -0.42, 0.15, -0.51, 0.33, 0.25, -0.24, -0.32, 0.00, -0.12, 0.13, 0.11, 0.13, 0.12, 0.04, 0.12, -0.20, -0.25, -0.03, 0.01, 0.10, 0.14, 0.07, 0.13, 0.05, -0.01, -0.19, -0.27, -0.08, -0.09, 0.08, 0.13, 0.14, 0.07, 0.06, 0.06, -0.28, -0.34, -0.10, -0.05, 0.12, 0.09, 0.16, 0.15, 0.07, 0.09, -0.24, -0.24, -0.07, -0.06, 0.11, 0.11, 0.08, 0.11, 0.01, 0.09, -0.26, -0.22, -0.02, -0.07, 0.13, 0.11, 0.13, 0.16, -0.02, 0.00, -0.35, -0.25, -0.07, 0.01, 0.12, 0.10, 0.10, 0.21, 0.09, 0.02], "lumo_energy_ev": -0.707, "gap_ev": 8.2, "charge": 0, "relative_energy_kcal_mol": 0.0, "total_energy_ha": -2719.6397, "homo_energy_ev": -8.90}


Entry 4:
{"formula": "C22H18F9MgO2", "method": "wB97M-V/def2-TZVPD", "elements": ["C", "C", "C", "H", "C", "C", "H", "H", "H", "H", "C", "C", "C", "H", "C", "C", "H", "H", "H", "H", "Mg", "O", "C", "C", "H", "H", "H", "H", "C", "C", "C", "H", "C", "H", "C", "H", "C", "H", "F", "C", "F", "F", "C", "O", "C", "F", "F", "F", "C", "F", "F", "F"], "xyz": [[0.8741, -3.3041, 2.0383], [-0.4586, -3.0298, 1.6438], [-0.4236, -2.2837, 0.4225], [-1.3772, -3.3292, 2.1332], [0.9685, -2.0585, 0.0908], [1.7527, -2.7304, 1.0756], [2.8405, -2.7802, 1.0853], [1.1695, -3.8868, 2.9038], [-1.2899, -2.0986, -0.2326], [1.3600, -1.5253, -0.7831], [-0.5592, 2.4027, 0.1025], [-0.2920, 2.9052, 1.4149], [1.1220, 2.9652, 1.5933], [-1.0412, 3.2084, 2.1331], [1.7421, 2.4490, 0.4230], [0.7157, 2.0419, -0.4911], [0.8650, 1.6509, -1.5125], [-1.5365, 2.3953, -0.4013], [1.6348, 3.4179, 2.4319], [2.8171, 2.4137, 0.2299], [-0.5347, 0.1150, 0.4340], [-1.3924, 0.0654, -1.1897], [-1.8765, -0.5194, -2.3910], [-0.8573, -1.0550, -3.3493], [-2.5114, -1.3943, -2.1126], [-2.5256, 0.1423, -3.0208], [-0.2998, -1.9129, -2.9750], [1.0304, -1.8123, -4.9222], [0.6916, -0.8074, -5.1851], [-0.2468, -0.2162, -4.2847], [-0.5665, 1.1782, -4.4718], [-1.1674, 1.6964, -3.7041], [-0.1871, 1.8151, -5.6436], [-0.5470, 2.8356, -5.8101], [0.5367, 1.1209, -6.6287], [0.7898, 1.6518, -7.5508], [1.0349, -0.1719, -6.3586], [1.6137, -0.6924, -7.1199], [1.6954, -1.2993, 3.4338], [1.1429, -0.2896, 4.1369], [1.2878, -0.6430, 5.4398], [1.9376, 0.7965, 3.9275], [-0.3560, -0.0208, 3.7200], [-0.5176, 0.1187, 2.3875], [-1.2449, -1.1765, 4.3403], [-1.6527, -1.0373, 5.6287], [-2.3686, -1.3230, 3.5904], [-0.5700, -2.3697, 4.3037], [-0.7118, 1.2779, 4.5664], [-0.3952, 1.2043, 5.8944], [-0.0691, 2.3834, 4.0967], [-2.0460, 1.5157, 4.5167]], "forces_ev_per_angstrom": [[-0.2, -0.3, -1.0], [1.5, -0.7, 0.5], [2.4, 0.5, -2.0], [0.3, 0.0, 0.0], [-3.2, 0.1, -0.5], [-0.7, -0.8, 1.5], [-0.3, 0.1, 0.1], [0.0, 0.3, -0.1], [0.6, 0.1, 0.4], [-0.3, -0.3, 0.3], [0.5, 0.2, 0.6], [0.9, 0.3, -1.2], [-0.6, -0.1, -1.0], [0.0, 0.0, -0.1], [-0.8, -0.1, 0.1], [0.1, 0.3, 0.3], [-0.1, 0.4, 0.6], [0.6, -0.2, 0.3], [0.0, -0.3, 0.1], [-0.4, -0.1, 0.1], [0.5, 1.3, 0.8], [-0.7, -0.9, -2.5], [-0.8, -0.4, 0.9], [0.8, 0.9, 1.9], [-0.1, 0.3, -0.2], [0.2, 0.0, 0.9], [-0.1, -0.3, -0.5], [0.0, 0.2, -0.4], [-0.4, 0.1, 0.2], [0.5, 0.5, -0.8], [-0.4, -0.7, 0.1], [0.4, -0.3, -0.5], [-0.3, -0.3, 0.0], [0.4, -0.3, 0.0], [0.3, 0.3, 0.3], [-0.1, -0.4, 0.2], [-0.3, 0.4, -0.3], [0.1, 0.2, 0.2], [-0.2, 0.7, 0.2], [1.2, -0.1, -0.3], [-0.2, 0.2, -0.3], [-0.8, -0.9, 0.2], [0.4, 0.7, -0.1], [0.1, -0.7, 1.9], [-0.4, -0.9, -0.2], [0.3, 0.1, -0.9], [0.7, 0.0, 0.6], [-0.7, 0.8, 0.2], [-0.1, 1.4, -0.1], [-0.1, -0.1, -0.9], [-0.9, -1.2, 0.7], [0.6, -0.1, -0.2]], "lowdin_charge": [-0.11, -0.05, -0.13, 0.11, -0.08, -0.05, 0.11, 0.10, 0.10, 0.11, -0.25, -0.18, -0.18, 0.08, -0.16, -0.22, 0.08, 0.09, 0.07, 0.07, 0.70, -0.35, -0.35, -0.02, 0.10, 0.11, 0.10, 0.11, -0.06, -0.24, -0.02, 0.12, -0.10, 0.10, -0.11, 0.09, -0.11, 0.09, 0.13, -0.49, 0.13, 0.15, -0.29, -0.13, -0.47, 0.14, 0.13, 0.11, -0.48, 0.12, 0.12, 0.14], "lumo_energy_ev": [1.838, 0.089], "gap_ev": [5.6, 3.8], "charge": -1, "relative_energy_kcal_mol": 0.0, "total_energy_ha": -2098.4979, "homo_energy_ev": [-3.77, -3.71]}


Listing max |F| for the structures above in their given order: 1.23 2.39 12.16 3.26 eV/Å.